# C2H4O3S

C2H4O3S in the gas phase in a non-equilibrium geometry (ωB97M-V with the def2-TZVPD basis set, the OMol25 dataset).

Properties
* relative energy (zero: lowest compared OMol25 entry of this formula, charge and spin): 25.6 kcal/mol
* HOMO level: -11.04 eV
* LUMO level: 0.022 hartree
* frontier orbital gap: 11.63 eV
* energy: -19114.711 eV

Element x y z (Å)
C 0.82312 -0.76228 0.02687
C 0.48712 0.75774 -0.09864
O -1.79226 0.33947 1.20396
O -2.06714 0.33597 -1.17435
O -0.49415 -1.32005 -0.22115
S -1.19066 0.11356 -0.07323
H 1.58057 -1.16176 -0.69309
H 1.09661 -1.07773 1.06271
H 0.64042 1.23155 0.82599
H 0.91636 1.54353 -0.85906

These are the natural (NBO) partial charges, in e, on atoms 1 to 6:
1 C -0.110
2 C -0.711
3 O -0.913
4 O -0.901
5 O -0.667
6 S 2.355